[1]
2 unconnected molecules or ions with the total composition CH2N2O4 in a non-equilibrium geometry, computed with ωB97M-V with the def2-TZVPD basis set.

Each line ends with the natural charge from an NBO analysis.
Atoms and positions in Å:
C (-0.6502, -0.6635, -0.2583)  0.692
N (1.4059, -0.2337, -0.3596)  -0.309
N (-1.3288, 0.6348, -0.2484)  0.436
O (-1.0662, -1.7086, -0.1277)  -0.434
O (-1.9168, 0.9697, -1.2318)  -0.306
O (-1.2437, 1.2498, 0.8137)  -0.356
O (1.5288, -0.0109, 0.9778)  -0.527
H (1.6478, -1.1413, -0.5830)  0.328
H (1.6231, 0.9038, 1.0172)  0.474

Atomic forces in eV per Å
C 5.39 2.59 -1.38
N -4.78 2.66 -0.26
N -0.85 1.01 1.87
O -1.71 -2.87 0.52
O -0.03 0.11 -0.75
O 0.24 -0.54 -0.94
O 0.80 -2.76 0.43
H 0.68 -2.78 0.19
H 0.25 2.57 0.34

Energy above the lowest of the compared OMol25 structures with the same formula, charge and spin = 457.1 kJ/mol
HOMO-LUMO gap (alpha / beta) = 8.49 / 8.48 eV
F_max = 6.1 eV Å⁻¹

---

[2]
2 unconnected molecules or ions with the total composition CH2N2O4 in a non-equilibrium geometry, computed with ωB97M-V with the def2-TZVPD basis set.

Each line ends with the natural charge from an NBO analysis.
Atoms and positions in Å:
C (1.4948, -0.3685, 0.0713)  0.678
N (-1.2450, 0.9306, 1.9384)  0.128
N (0.4455, -0.1509, -0.6365)  -0.413
O (2.4013, -0.2769, 0.8016)  -0.460
O (-1.7162, -0.3133, 1.5733)  -0.129
O (-1.6800, 0.7434, 0.6374)  -0.152
O (0.0189, -0.6264, -1.8988)  -0.523
H (-0.3991, 0.2533, -0.0309)  0.402
H (0.6797, -0.1912, -2.4558)  0.468

Atomic forces in eV per Å
C -1.45 0.19 -2.66
N 0.23 0.09 0.00
N -0.71 1.32 4.52
O 0.81 -0.31 0.81
O -0.21 -1.39 1.04
O -0.27 1.38 -0.71
O 0.86 -0.39 -0.31
H 0.98 -0.72 -2.18
H -0.24 -0.17 -0.52

Energy above the lowest of the compared OMol25 structures with the same formula, charge and spin = 853.0 kJ/mol
HOMO-LUMO gap (alpha / beta) = 10.29 / 4.62 eV
F_max = 4.8 eV Å⁻¹

---

What is the F_max in the first record?
6.1 eV Å⁻¹

---

energy above the lowest of the compared OMol25 structures with the same formula, charge and spin of number 2 (CH2N2O4)?
853.0 kJ/mol

---

The highest F_max belongs to which entry?
number 1